(1)
The following is a quantum chemistry calculation of a structure of composition CHN4S3 in a non-equilibrium geometry, from the OMol25 dataset.

Its HOMO-LUMO gap is 0.26827 Ha. Its total charge is -1. The calculation puts the LUMO energy at 3.08 eV. The value obtained for the relative energy (zero: lowest compared OMol25 entry of this formula, charge and spin) is 27.90 kcal per mole.

Geometry as XYZ:
```
9
Properties=species:S:1:pos:R:3:lowdin_charge:R:1
C 0.680 0.342 -0.414 -1.068
N 0.543 -2.054 -0.372 0.091
N 1.063 -0.309 -1.571 -0.064
N 1.010 -1.572 -1.356 -0.202
N 0.242 -0.449 0.579 -0.568
S 0.630 1.999 -0.320 0.465
S -2.318 0.836 1.222 0.199
S -0.431 -0.019 1.986 0.444
H -1.418 1.227 0.246 -0.297
```

(2)
The following is a quantum chemistry calculation of a cluster of 2 separate species, CHNO2PS in total in a non-equilibrium geometry, from the OMol25 dataset.

Its HOMO-LUMO gap is 0.23883 Ha. Its total charge is -1. The calculation puts the LUMO energy at 1.29 eV. The value obtained for the relative energy (zero: lowest compared OMol25 entry of this formula, charge and spin) is 59.15 kcal per mole.

Geometry as XYZ:
```
7
Properties=species:S:1:pos:R:3:lowdin_charge:R:1
C -2.417 0.661 0.001 -0.516
N -3.382 1.185 0.365 -0.258
O 1.790 0.687 -1.466 -0.381
O 0.680 -1.384 -0.474 -0.279
P 1.141 0.191 -0.249 0.230
S 1.994 0.362 1.532 0.163
H 0.195 -1.702 0.291 0.040
```

(3)
The following is a quantum chemistry calculation of the molecule CHNO2S in a non-equilibrium geometry, from the OMol25 dataset.

Its HOMO-LUMO gap is 0.33841 Ha. Its total charge is 0. The calculation puts the LUMO energy at -0.53 eV. The value obtained for the relative energy (zero: lowest compared OMol25 entry of this formula, charge and spin) is 68.62 kcal per mole.

Geometry as XYZ:
```
6
Properties=species:S:1:pos:R:3:lowdin_charge:R:1
C -0.123 0.829 -0.023 -0.701
N -0.905 -0.127 -0.508 -0.071
O -0.006 1.873 0.466 0.179
O 1.528 -1.314 0.713 -0.601
S 0.829 -0.510 -0.815 1.078
H -1.323 -0.751 0.167 0.116
```

(4)
The following is a quantum chemistry calculation of a cluster of 2 separate species, CHNO2S in total in a non-equilibrium geometry, from the OMol25 dataset.

Its HOMO-LUMO gap (spin up / spin down) is 0.33506 / 0.37363 Ha. Its total charge is 0. The calculation puts the LUMO energy (spin up / spin down) at 0.62 / -1.66 eV. The value obtained for the relative energy (zero: lowest compared OMol25 entry of this formula, charge and spin) is 0.00 kcal per mole. As for the expectation value of S²: 2.008. As for the spin multiplicity: 3.

Geometry as XYZ:
```
6
Properties=species:S:1:pos:R:3:lowdin_charge:R:1
C -3.099 1.136 -0.437 -0.507
N 0.229 0.198 -0.397 -0.531
O -2.334 2.006 -0.519 0.132
O -3.927 0.368 -0.402 0.229
S -0.473 0.063 -1.766 0.640
H 1.241 -0.239 -0.451 0.037
```

(5)
The following is a quantum chemistry calculation of a cluster of 3 separate species, CHNO3S in total in a non-equilibrium geometry, from the OMol25 dataset.

Its HOMO-LUMO gap is 0.25647 Ha. Its total charge is -2. The calculation puts the LUMO energy at 5.61 eV. The value obtained for the relative energy (zero: lowest compared OMol25 entry of this formula, charge and spin) is 14.40 kcal per mole.

Geometry as XYZ:
```
7
Properties=species:S:1:pos:R:3:lowdin_charge:R:1
C 3.769 1.493 -0.378 -0.067
N -6.302 -0.790 -0.066 -0.413
O -6.847 -1.708 -0.751 -0.294
O -6.992 -0.251 0.851 -0.293
O 3.541 1.477 0.753 -0.054
S 6.914 0.316 -0.320 -0.379
H 5.917 -0.536 -0.090 -0.499
```

(6)
The following is a quantum chemistry calculation of the molecule CHNO3S in a non-equilibrium geometry, from the OMol25 dataset.

Its HOMO-LUMO gap is 0.24578 Ha. Its total charge is 0. The calculation puts the LUMO energy at -1.89 eV. The value obtained for the relative energy (zero: lowest compared OMol25 entry of this formula, charge and spin) is 72.87 kcal per mole.

Geometry as XYZ:
```
7
Properties=species:S:1:pos:R:3:lowdin_charge:R:1
O 1.816 1.219 -0.418 0.174
N 1.991 0.430 0.369 0.192
O 0.770 -0.705 0.306 -0.088
C -0.436 -0.509 0.004 -0.988
O -0.891 0.746 0.061 0.054
S -1.480 -1.879 -0.107 0.595
H -1.770 0.698 -0.215 0.061
```

(7)
The following is a quantum chemistry calculation of the molecule CHNO3S in a non-equilibrium geometry, from the OMol25 dataset.

Its HOMO-LUMO gap is 0.31068 Ha. Its total charge is 0. The calculation puts the LUMO energy at -0.93 eV. The value obtained for the relative energy (zero: lowest compared OMol25 entry of this formula, charge and spin) is 74.77 kcal per mole.

Geometry as XYZ:
```
7
Properties=species:S:1:pos:R:3:lowdin_charge:R:1
O 3.095 0.785 -0.279 0.086
N 3.335 -0.330 0.011 0.072
O 2.172 -1.124 0.519 -0.156
C 0.832 -0.914 0.120 -0.917
O 0.442 0.388 -0.053 0.034
S 0.066 -2.291 -0.132 0.782
H -0.466 0.427 -0.331 0.101
```

(8)
The following is a quantum chemistry calculation of the molecule CHNO4 in a non-equilibrium geometry, from the OMol25 dataset.

Its HOMO-LUMO gap is 0.41101 Ha. Its total charge is 0. The calculation puts the LUMO energy at -0.64 eV. The value obtained for the relative energy (zero: lowest compared OMol25 entry of this formula, charge and spin) is 58.86 kcal per mole.

Geometry as XYZ:
```
7
Properties=species:S:1:pos:R:3:lowdin_charge:R:1
O 1.966 1.172 0.051 0.129
C 1.063 0.391 0.127 -0.311
O 0.046 0.384 -0.775 0.073
N -1.094 -0.343 -0.215 -0.415
O -1.692 0.333 0.529 0.187
O -1.141 -1.479 -0.545 0.177
H 0.853 -0.458 0.827 0.161
```

(9)
The following is a quantum chemistry calculation of a cluster of 2 separate species, CHNO4S2 in total in a non-equilibrium geometry, from the OMol25 dataset.

Its HOMO-LUMO gap (spin up / spin down) is 0.20301 / 0.16998 Ha. Its total charge is -2. The calculation puts the LUMO energy (spin up / spin down) at 6.13 / 6.10 eV.

Geometry as XYZ:
```
9
Properties=species:S:1:pos:R:3:lowdin_charge:R:1
C 0.455 1.696 -0.132 -0.383
N -0.642 1.202 -0.419 -0.183
O -2.697 3.753 0.804 -0.698
O 1.592 -0.408 1.030 -0.625
O -3.251 3.246 -1.688 -0.727
O 2.715 1.787 1.578 -0.594
S -2.259 3.142 -0.512 0.574
S 1.456 1.068 1.393 0.553
H -1.110 0.357 0.090 0.083
```

(10)
The following is a quantum chemistry calculation of the molecule CHNO5 in a non-equilibrium geometry, from the OMol25 dataset.

Its HOMO-LUMO gap is 0.37952 Ha. Its total charge is 0. The calculation puts the LUMO energy at -0.83 eV. The value obtained for the relative energy (zero: lowest compared OMol25 entry of this formula, charge and spin) is 74.97 kcal per mole.

Geometry as XYZ:
```
8
Properties=species:S:1:pos:R:3:lowdin_charge:R:1
O -0.041 -0.911 -1.392 0.247
C 0.150 -0.331 -0.408 -0.303
O -0.842 0.200 0.508 -0.035
O -1.928 -0.587 0.326 0.021
N 1.477 0.350 0.049 -0.335
O 1.572 0.660 1.215 0.123
O 2.180 0.529 -0.869 0.158
H -2.568 0.089 0.571 0.124
```

(11)
The following is a quantum chemistry calculation of the ion CHNO5S2 with charge -2 in a non-equilibrium geometry, from the OMol25 dataset.

Its HOMO-LUMO gap is 0.22876 Ha. Its total charge is -2. The calculation puts the LUMO energy at 6.40 eV. The value obtained for the relative energy (zero: lowest compared OMol25 entry of this formula, charge and spin) is 61.36 kcal per mole.

Geometry as XYZ:
```
10
Properties=species:S:1:pos:R:3:lowdin_charge:R:1
C -0.005 -0.752 0.384 -0.218
N -1.498 -0.034 -0.252 -0.389
O -0.729 1.902 1.391 -0.602
O -3.287 -1.610 -0.842 -0.614
O 0.247 -1.822 0.886 -0.022
O -0.421 2.228 -1.054 -0.598
O -4.101 0.496 0.026 -0.606
S -1.319 1.818 0.031 0.544
S -3.161 -0.621 0.260 0.490
H 0.618 0.008 0.359 0.014
```

(12)
The following is a quantum chemistry calculation of the molecule CHNOS in a non-equilibrium geometry, from the OMol25 dataset.

Its HOMO-LUMO gap (spin up / spin down) is 0.26161 / 0.26165 Ha. Its total charge is 0. The calculation puts the LUMO energy (spin up / spin down) at -1.11 / -1.11 eV. The value obtained for the relative energy (zero: lowest compared OMol25 entry of this formula, charge and spin) is 42.40 kcal per mole.

Geometry as XYZ:
```
5
Properties=species:S:1:pos:R:3:lowdin_charge:R:1
C 1.224 -0.455 0.344 -0.463
N -1.405 0.159 -0.015 -0.528
O 2.282 -0.885 0.515 0.126
S 0.041 0.215 -0.626 0.831
H -2.142 0.966 -0.218 0.034
```